# C3H13NO3

A cluster of 3 separate species, C3H13NO3 in total at a distorted geometry (ωB97M-V/def2-TZVPD, the OMol25 dataset).

Properties
- E_LUMO (alpha / beta): -3.40 / -8.00 eV
- E_tot: -402.2387 Ha
- ΔE to the lowest compared entry with this formula, charge and spin: 30.7 kcal per mole
- Strongest force on any atom: 1.04 eV Å⁻¹
- E_HOMO (alpha / beta): -14.15 / -14.15 eV
- Frontier orbital gap (alpha / beta): 10.75 / 6.15 eV

The geometry in ORCA input format:
```
! wB97M-V def2-TZVPD RIJCOSX def2/J DEFGRID3
* xyz 1 2
C 0.2399 -0.3234 -1.4626
O -0.7982 0.1144 -2.3029
C 0.7930 0.6958 -0.4075
C 1.3854 -0.0402 0.7874
N -0.1760 1.6320 0.0392
H 1.0820 -0.5476 -2.1073
H -0.0466 -1.2512 -0.9659
H -1.3253 0.8127 -1.8998
H 1.5310 1.2988 -0.9682
H 2.0281 0.6045 1.3702
H 0.6049 -0.5033 1.3988
H 2.0269 -0.8331 0.4356
H -0.2801 1.7217 1.0509
H -0.9374 2.0756 -0.4685
H 1.3670 -2.4219 3.5042
H 1.8754 -3.8227 3.9263
O 1.9318 -3.1540 3.2352
H -3.2396 0.5268 -0.5981
H -3.3485 1.9139 -0.0385
O -2.8608 1.4106 -0.7052
*
```